<i>
# CH3NS2

A single CH3NS2 molecule (ωB97M-V/def2-TZVPD, the OMol25 dataset).

The SMILES is S=CNS. For the gap between HOMO and LUMO, the calculation gives 9.21 eV. For the LUMO energy, the calculation gives 0.386 eV. For the HOMO energy, the calculation gives -8.82 eV.

Structure (XYZ):
```
7
CH3NS2, DFT ωB97M-V/def2-TZVPD
H 1.48 -0.73 0.23
S 0.98 1.52 0.97
H -1.11 0.70 -0.37
H -2.01 -1.79 -0.19
N -0.59 -0.07 -0.02
S -0.87 -1.43 -1.08
C 0.69 0.13 0.39
```

<ii>
# CH3NS2

2 unconnected molecules or ions with the total composition CH3NS2 (ωB97M-V/def2-TZVPD, the OMol25 dataset).

For the gap between HOMO and LUMO (alpha / beta), the calculation gives 6.80 / 8.22 eV. For the LUMO energy (alpha / beta), the calculation gives -1.063 / -0.442 eV. For the HOMO energy (alpha / beta), the calculation gives -7.87 / -8.67 eV.

Structure (XYZ):
```
7
CH3NS2, DFT ωB97M-V/def2-TZVPD
N -0.35 0.04 -0.02
H 2.28 -0.85 -0.20
H -0.64 -0.28 0.89
S 3.48 -1.61 -2.00
S 1.11 0.83 0.01
C 2.91 -1.60 -0.56
H -0.86 0.20 -0.86
```

<iii>
# CH3NS2

2 unconnected molecules or ions with the total composition CH3NS2 (ωB97M-V/def2-TZVPD, the OMol25 dataset).

For the gap between HOMO and LUMO, the calculation gives 10.33 eV. For the LUMO energy, the calculation gives 0.525 eV. For the HOMO energy, the calculation gives -9.81 eV.

Structure (XYZ):
```
7
CH3NS2, DFT ωB97M-V/def2-TZVPD
S -1.34 -1.84 0.34
N 0.99 0.57 -2.16
S 1.58 0.26 -0.65
H -0.98 -3.00 0.71
H -2.21 -2.09 1.15
H 0.36 -0.28 -0.30
C 0.89 1.09 -3.22
```

<iv>
# CH3NS2

2 unconnected molecules or ions with the total composition CH3NS2 (ωB97M-V/def2-TZVPD, the OMol25 dataset).

For the gap between HOMO and LUMO (alpha / beta), the calculation gives 8.75 / 6.61 eV. For the LUMO energy (alpha / beta), the calculation gives -1.005 / -2.236 eV. For the HOMO energy (alpha / beta), the calculation gives -9.76 / -8.85 eV.

Structure (XYZ):
```
7
CH3NS2, DFT ωB97M-V/def2-TZVPD
H -1.93 -0.22 0.76
S 2.13 -0.83 -0.81
H -0.50 -1.16 0.18
H 1.86 0.52 -0.55
S -0.59 0.95 -0.81
C -0.86 -0.21 0.52
N -0.11 0.95 0.70
```

Relative stability in eV, measured from the most stable structure: <i> 0.000; <ii> 2.278; <iii> 1.030; <iv> 2.686